{
  "formula": "C22H30N4O2S2",
  "method": "wB97M-V/def2-TZVPD",
  "smiles": "O=C(CNC(=S)N(CCCN1CCOCC1)Cc1cccs1)NCc1ccccc1",
  "homo_ev": -8.2,
  "gap_ev": 8.8,
  "lumo_ev": 0.66,
  "charge": 0,
  "symbols": ["S", "S", "O", "O", "N", "N", "N", "N", "C", "C", "C", "C", "C", "C", "C", "C", "C", "C", "C", "C", "C", "C", "C", "C", "C", "C", "C", "C", "C", "C", "H", "H", "H", "H", "H", "H", "H", "H", "H", "H", "H", "H", "H", "H", "H", "H", "H", "H", "H", "H", "H", "H", "H", "H", "H", "H", "H", "H", "H", "H"],
  "positions_angstrom": [[3.447183, 2.141051, -2.475178], [2.202284, -1.569567, 1.274336], [-3.406369, 3.098347, 3.199418], [-1.549549, -0.640537, 0.074778], [2.136981, 1.019837, 0.781380], [-1.225945, -2.783094, 0.707278], [0.334413, 0.139174, 1.958729], [-1.313799, 3.128740, 1.267020], [0.349586, 2.346862, -0.360321], [-0.707641, -4.144899, -1.288125], [-2.256124, 3.888379, 3.375646], [-1.146983, -1.456994, 0.884347], [1.479683, 2.306615, 0.682534], [1.162008, -5.555748, -2.791119], [-0.514362, -1.002612, 2.207440], [3.365628, 0.853013, 0.024567], [0.642219, -3.833595, -1.202894], [-0.652878, 3.441151, 0.005508], [-2.516467, 2.327031, 1.072548], [-0.183295, -5.871973, -2.880845], [2.820128, 1.304682, -3.840759], [-1.742319, -3.373297, -0.507695], [-3.100060, 1.955882, 2.434488], [1.513829, -0.054802, 1.309930], [-1.659326, 4.315895, 2.034287], [2.525665, -0.226420, -2.143685], [-1.111906, -5.171889, -2.132196], [3.098253, 0.788745, -1.443095], [1.571651, -4.536494, -1.949566], [2.368284, 0.068105, -3.516461], [2.243621, 3.042572, 0.423048], [0.084753, -1.798174, 2.653839], [-1.380444, 3.567553, -0.809544], [-4.033632, 1.404700, 2.313627], [-0.510443, -6.668411, -3.533258], [1.887383, -6.104121, -3.373759], [-2.392729, 4.944519, 1.500508], [1.075138, 2.580880, 1.662117], [3.829497, -0.080878, 0.357092], [-0.112652, 4.384989, 0.120253], [-1.306981, -0.707399, 2.898763], [1.939431, -0.615996, -4.226467], [2.831873, 1.785748, -4.798518], [-1.498928, 3.323919, 3.942809], [-0.170283, 0.995118, 1.765689], [-2.586543, -4.027560, -0.261365], [2.618680, -4.284764, -1.868848], [2.232135, -1.157664, -1.694344], [-2.161307, -5.421692, -2.203728], [0.757970, 2.548424, -1.350884], [-2.378172, 1.333213, 2.985876], [-2.116458, -2.540935, -1.114696], [-0.159877, 1.383207, -0.409290], [-0.755112, 4.902940, 2.211995], [-2.565845, 4.760192, 3.954226], [0.975128, -3.045283, -0.544258], [4.033434, 1.687381, 0.255053], [-3.275663, 2.889423, 0.501727], [-2.268749, 1.418021, 0.522712], [-0.765994, -3.401509, 1.357331]],
  "forces_ev_per_a": [[-0.2, -0.6, 0.0], [0.3, -0.9, 0.0], [-0.2, 0.0, 0.0], [-0.1, 0.2, -0.2], [-0.2, -0.1, 0.3], [-0.1, -0.5, 0.0], [-0.1, 0.3, -0.1], [-0.1, 0.1, 0.0], [-0.1, 0.3, 0.1], [0.0, -0.1, 0.0], [0.2, 0.3, -0.1], [0.2, 0.0, 0.5], [-0.3, 0.2, -0.1], [0.1, -0.1, -0.1], [-0.1, -0.1, -0.1], [0.3, -0.2, 0.0], [-0.1, 0.0, 0.0], [0.2, -0.2, -0.1], [-0.2, -0.1, 0.2], [0.0, -0.1, -0.1], [0.1, 0.4, 0.1], [-0.3, 0.1, -0.1], [0.0, -0.1, -0.4], [0.3, 0.3, 0.2], [-0.1, -0.1, 0.4], [0.1, 0.0, 0.1], [0.0, 0.1, 0.0], [0.2, 0.4, -0.3], [0.0, 0.0, 0.0], [0.0, 0.1, -0.2], [0.0, 0.0, 0.1], [-0.2, 0.1, 0.0], [0.0, 0.1, 0.1], [0.1, 0.0, 0.0], [0.0, -0.1, 0.0], [0.1, -0.1, 0.0], [0.1, 0.0, 0.0], [0.1, 0.0, -0.1], [0.0, 0.3, -0.1], [-0.1, 0.1, 0.0], [0.0, 0.0, -0.1], [-0.1, -0.1, -0.2], [0.0, 0.0, -0.2], [0.0, 0.1, 0.0], [0.0, 0.1, 0.1], [0.1, 0.1, -0.1], [0.1, 0.0, 0.0], [-0.1, -0.2, 0.2], [-0.1, 0.0, 0.0], [0.0, -0.1, 0.0], [0.0, 0.0, 0.0], [0.0, -0.2, 0.1], [0.0, -0.1, 0.0], [0.0, 0.0, 0.0], [0.1, 0.0, 0.0], [0.0, 0.1, 0.1], [-0.1, 0.0, 0.0], [0.0, 0.0, 0.0], [0.0, 0.0, 0.0], [0.1, 0.2, 0.0]],
  "nbo_charge": [0.415, -0.322, -0.522, -0.663, -0.415, -0.595, -0.620, -0.469, -0.433, 0.050, -0.073, 0.681, -0.235, -0.222, -0.316, -0.261, -0.267, -0.214, -0.282, -0.204, -0.417, -0.269, -0.069, 0.332, -0.245, -0.202, -0.242, -0.230, -0.191, -0.262, 0.212, 0.243, 0.187, 0.199, 0.212, 0.212, 0.172, 0.216, 0.270, 0.192, 0.223, 0.227, 0.235, 0.163, 0.424, 0.200, 0.215, 0.231, 0.207, 0.222, 0.151, 0.248, 0.234, 0.201, 0.195, 0.240, 0.207, 0.170, 0.250, 0.406]
}

{
  "formula": "C22H30N6O2STi",
  "method": "wB97M-V/def2-TZVPD",
  "homo_ev": [-4.8, -7.6],
  "gap_ev": [5.1, 7.9],
  "lumo_ev": [0.30, 0.29],
  "multiplicity": 3,
  "charge": 0,
  "symbols": ["Ti", "S", "O", "O", "N", "N", "N", "N", "N", "N", "C", "C", "C", "C", "C", "C", "C", "C", "C", "C", "C", "C", "C", "C", "C", "C", "C", "C", "C", "C", "C", "C", "H", "H", "H", "H", "H", "H", "H", "H", "H", "H", "H", "H", "H", "H", "H", "H", "H", "H", "H", "H", "H", "H", "H", "H", "H", "H", "H", "H", "H", "H"],
  "positions_angstrom": [[0.259052, -0.184294, -0.156900], [0.469252, -2.648694, -1.548200], [-0.924148, -0.773594, 1.009800], [-0.997348, 0.415206, -1.357900], [1.778352, 0.838706, -1.659200], [-2.298748, -2.066894, -0.913800], [1.799552, -0.991994, 0.780900], [0.368652, 1.516606, 0.681900], [-0.682048, -4.789094, -2.598200], [-2.101848, -3.285594, -1.552600], [3.185152, 0.446906, -1.519600], [-0.504348, -1.048094, 5.093800], [-3.187948, 1.156606, -1.735700], [1.670952, -1.235994, 2.086500], [-1.744248, -0.753494, 4.530300], [-2.014648, 1.165606, -0.978800], [0.516852, -1.070294, 2.879900], [1.621052, 2.140106, 0.997800], [-4.236048, 2.746506, -0.275100], [2.112552, 2.929306, -0.240100], [3.116452, -1.346494, 0.280000], [-3.084148, 2.815406, 0.471900], [-0.743248, 2.227606, 0.876800], [1.306452, 0.449106, -2.993500], [-1.941548, 2.041106, 0.160700], [-0.837148, -3.621894, -1.892800], [0.594852, -1.215694, 4.286700], [-1.873448, -0.660694, 3.157700], [-4.291948, 1.919306, -1.389800], [3.346752, -1.035594, -1.198400], [-0.773648, -0.812894, 2.307100], [1.649752, 2.303206, -1.564600], [0.589452, 2.534806, -1.711300], [1.294252, -0.637794, -3.095400], [-3.038348, 3.478306, 1.325000], [3.888452, -0.821894, 0.872000], [-0.697848, 3.059906, 1.585100], [-0.413948, -1.152194, 6.166000], [0.275252, -5.097294, -2.677900], [3.638152, 1.018006, -0.705800], [-5.093748, 3.345806, -0.004900], [-5.186548, 1.873206, -1.994400], [2.216952, 2.784406, -2.383300], [-2.137648, -1.250294, -1.509600], [3.733452, 0.692306, -2.448500], [-3.188848, -2.024694, -0.441500], [1.692752, 3.936806, -0.207300], [1.526752, 2.830806, 1.851600], [4.364752, -1.341794, -1.451700], [-3.217648, 0.530106, -2.624000], [3.288252, -2.426694, 0.423200], [2.668652, -1.637894, -1.801200], [1.951152, 0.879106, -3.779600], [-1.349748, -5.526694, -2.420000], [-2.607348, -0.606794, 5.161500], [3.199952, 3.025606, -0.221500], [1.553552, -1.456594, 4.725900], [2.551052, -1.609594, 2.621400], [-2.835748, -0.463794, 2.705100], [2.344952, 1.364906, 1.268100], [0.287952, 0.812706, -3.142700], [-2.857448, -3.682794, -2.110900]],
  "forces_ev_per_a": [[2.1, -0.5, -1.8], [0.3, -0.3, 0.0], [-1.5, -0.7, 1.7], [-1.0, 0.4, -1.5], [0.3, 0.0, -0.3], [-0.3, 0.1, -0.2], [0.9, -0.4, 1.2], [0.3, 0.3, 0.7], [-0.2, 0.2, 0.3], [0.1, -0.3, -0.5], [0.4, -0.3, 0.0], [0.3, -0.1, 0.2], [0.2, -0.2, 0.0], [0.6, -0.2, -0.2], [-0.1, 0.0, -0.5], [-1.2, 1.0, 0.1], [-1.0, 0.1, 0.1], [0.4, 0.4, -0.2], [-0.1, 0.1, 0.0], [-0.1, -0.3, 0.1], [0.7, -0.3, -0.3], [0.1, -0.2, 0.0], [-0.4, 0.9, 0.4], [-0.1, 0.0, -0.6], [-0.2, -0.1, -0.4], [-0.6, 0.1, 0.0], [-0.1, 0.1, -0.2], [-0.2, 0.0, 0.1], [-0.1, 0.0, -0.1], [-0.1, 0.2, 0.3], [0.5, -0.3, 1.2], [-0.1, 0.5, 0.2], [0.2, -0.1, 0.0], [0.0, 0.2, -0.1], [0.1, 0.1, 0.1], [-0.2, -0.1, -0.1], [0.0, -0.1, 0.0], [0.1, 0.0, 0.0], [-0.1, 0.1, 0.0], [0.0, 0.0, -0.1], [0.0, 0.1, 0.0], [-0.1, 0.0, 0.0], [-0.1, -0.2, 0.1], [-0.1, -0.4, 0.1], [-0.1, 0.1, 0.2], [0.0, -0.2, 0.0], [0.1, 0.0, -0.1], [0.0, -0.2, -0.1], [0.0, 0.0, 0.0], [0.1, 0.0, 0.1], [-0.1, 0.2, 0.0], [0.2, 0.0, -0.1], [0.0, -0.1, 0.2], [0.0, 0.1, 0.0], [-0.1, 0.0, 0.1], [0.0, 0.1, 0.1], [0.1, 0.0, 0.0], [-0.1, 0.0, -0.1], [0.0, 0.1, -0.1], [-0.1, 0.1, 0.0], [0.2, -0.1, 0.1], [0.3, 0.1, 0.2]],
  "lowdin_spin": [0.646, 0.010, -0.002, 0.046, 0.006, 0.003, 0.046, 0.136, 0.001, 0.000, 0.001, -0.006, -0.001, 0.216, 0.069, 0.077, 0.021, 0.016, -0.002, 0.007, 0.004, 0.097, 0.296, 0.004, 0.026, 0.004, 0.055, -0.013, 0.118, 0.003, 0.065, 0.002, 0.000, 0.000, 0.004, 0.000, 0.018, -0.002, 0.000, 0.000, -0.003, 0.009, 0.000, 0.001, 0.000, 0.000, 0.002, 0.002, 0.000, -0.003, 0.000, 0.001, 0.001, 0.000, 0.005, 0.000, 0.002, 0.013, -0.002, 0.001, 0.000, 0.000]
}

{
  "formula": "C22H30O2PdSi",
  "method": "wB97M-V/def2-TZVPD",
  "homo_ev": [-6.2, -6.0],
  "gap_ev": [6.8, 5.7],
  "lumo_ev": [0.65, -0.29],
  "multiplicity": 3,
  "charge": 0,
  "symbols": ["Pd", "Si", "O", "O", "C", "C", "C", "C", "C", "C", "C", "C", "C", "C", "C", "C", "C", "C", "C", "C", "C", "C", "C", "C", "C", "C", "H", "H", "H", "H", "H", "H", "H", "H", "H", "H", "H", "H", "H", "H", "H", "H", "H", "H", "H", "H", "H", "H", "H", "H", "H", "H", "H", "H", "H", "H"],
  "positions_angstrom": [[-1.402981, -0.018760, 2.596886], [0.902225, 0.146343, -2.583958], [1.307273, 1.127854, 3.169581], [-1.262881, 2.198021, 2.563027], [1.524111, -1.576271, -2.964454], [-1.660851, 1.939716, -5.229973], [-2.972161, 0.247024, -4.173666], [2.154300, -4.263097, -3.557780], [-1.921775, -0.041774, -3.293987], [-2.185568, -1.147776, 4.125400], [2.229658, 0.702439, 4.172458], [1.365601, -3.507779, -4.421910], [-0.771156, -1.197190, 4.143418], [-2.138855, 2.887541, 3.488613], [2.354698, -2.335619, -2.100580], [-0.684692, 0.613296, -3.453768], [1.072109, 2.537876, 3.305103], [-2.846370, 1.207737, -5.173591], [1.017241, -2.189014, -4.123359], [-0.616916, 1.708382, -4.336456], [-2.618461, -1.603074, 2.836195], [2.635398, -3.671030, -2.392290], [-0.319496, -1.673200, 2.873868], [-1.466734, -1.962868, 2.072948], [1.979352, 0.311620, 0.221490], [-0.039778, 2.958580, 2.350035], [-1.546272, 2.698503, -5.996973], [2.420691, -0.354241, 3.994722], [3.183224, 1.258021, 4.135137], [2.896779, 0.561096, 0.778204], [-2.350375, 3.908134, 3.121551], [2.053093, 0.964450, -3.252602], [-1.669944, 2.952985, 4.488876], [1.034078, -3.941069, -5.358368], [0.310431, -1.651167, -4.761131], [0.238546, 2.381054, -4.312468], [-1.447737, -2.327653, 1.040936], [1.798013, 0.820412, 5.180856], [1.739867, -0.758627, 0.124605], [2.740424, -1.884686, -1.189034], [-2.063631, -0.744559, -2.478930], [-0.135898, -0.930454, 5.004103], [-2.821990, -0.831246, 4.937025], [1.996660, 3.096946, 3.038716], [0.733021, -1.855884, 2.578809], [-3.654160, -1.690807, 2.518663], [1.866772, 0.882649, -0.797163], [0.796127, 2.793396, 4.356053], [-3.907987, -0.297184, -4.110011], [0.258745, 2.755809, 1.311805], [-3.665323, 1.400092, -5.895854], [2.447526, -5.286723, -3.821295], [-3.060282, 2.295888, 3.551398], [3.285271, -4.252389, -1.735083], [1.133251, 0.602318, 0.920528], [-0.242209, 4.035960, 2.513673]],
  "forces_ev_per_a": [[0.1, 8.4, -3.3], [0.9, 0.6, -1.0], [0.4, 1.2, 0.9], [0.3, 1.7, 0.3], [-0.4, -0.8, 0.4], [-0.1, 0.3, -0.1], [-0.1, -0.1, 0.2], [0.2, 0.2, -0.2], [0.1, 0.4, -0.7], [-1.2, -1.7, 1.8], [-0.2, -0.1, -0.1], [0.0, 0.0, -0.2], [0.6, -0.8, 2.1], [0.2, -0.3, 0.0], [-0.5, 0.0, -0.6], [-0.2, 0.4, 0.1], [-0.1, -0.4, 0.0], [0.2, 0.0, -0.1], [0.2, -0.4, 0.4], [-0.5, -0.4, -0.2], [-1.4, -1.2, 0.8], [0.4, 0.1, 0.0], [2.1, -2.8, -0.6], [0.9, -2.2, -1.1], [-1.6, 1.1, 0.4], [-0.2, -0.5, 0.1], [0.0, 0.1, 0.2], [0.0, 0.0, 0.0], [-0.3, -0.1, -0.1], [-0.1, -0.4, -0.5], [0.0, -0.4, 0.1], [-0.9, -0.1, 0.6], [-0.2, -0.1, -0.4], [-0.1, -0.1, 0.1], [0.4, -0.2, 0.1], [0.0, -0.4, -0.3], [-0.1, 0.0, 0.6], [0.1, 0.0, -0.2], [0.7, 0.3, -0.3], [0.0, -0.2, -0.3], [0.1, -0.2, -0.3], [-0.4, -0.1, -0.7], [0.0, -0.2, 0.0], [-0.4, -0.1, 0.2], [-0.9, 0.1, 0.3], [0.3, 0.0, 0.0], [0.5, -1.0, 2.2], [0.2, -0.2, -0.5], [0.0, 0.0, 0.2], [-0.1, 0.2, 0.3], [0.7, -0.2, 0.6], [-0.3, 0.4, 0.2], [0.3, 0.2, 0.0], [-0.2, 0.2, -0.1], [0.9, 0.1, -1.1], [0.1, -0.5, -0.3]],
  "lowdin_spin": [0.573, 0.469, 0.013, 0.030, 0.069, -0.001, -0.002, 0.012, 0.032, 0.020, 0.001, 0.001, 0.116, 0.004, 0.015, 0.090, 0.001, 0.030, 0.023, 0.034, 0.103, -0.002, 0.065, 0.042, 0.108, 0.001, -0.001, 0.000, 0.000, 0.008, 0.000, 0.037, 0.000, 0.000, 0.002, 0.001, 0.003, 0.000, 0.005, 0.001, 0.003, 0.011, -0.002, 0.000, 0.005, 0.017, 0.058, 0.000, -0.001, 0.000, 0.002, 0.001, 0.002, 0.000, -0.001, 0.000]
}